21
Properties=species:S:1:pos:R:3:forces:R:3 method="wB97M-V/def2-TZVPD" e_homo_ev=-9.53 gap_ev=9.66 de_lowest_kj_mol=0.0 total_energy_ev=-14711.6745
C -2.3030 0.5678 0.2478 -0.698 -0.814 -0.319
C -1.7340 -0.1357 1.2332 -3.014 0.454 0.018
C 1.8360 -0.6710 -0.1243 -0.499 1.876 1.603
C 3.0764 0.2035 -0.0834 0.406 1.172 0.166
C -1.4906 1.0244 -0.9605 -0.666 2.310 -0.298
C -0.3870 -0.6940 1.1906 1.318 2.257 2.388
C -0.2103 0.2242 -1.1106 0.953 0.111 -1.319
C 0.5400 0.0996 0.2699 0.284 -0.278 -1.737
N 1.9133 -1.8922 -0.3297 0.583 -0.931 -0.246
O 4.1383 0.0520 0.4197 -1.348 0.061 -0.894
F 2.6974 1.4862 -0.5892 0.783 -1.413 0.369
H -3.4288 0.6574 0.2646 1.471 0.540 -0.011
H -2.4030 -0.4197 2.1017 0.948 0.172 -1.061
H -2.0434 1.0054 -1.9340 0.116 -0.250 0.914
H -1.3418 2.1524 -0.7979 0.221 -1.390 -0.259
H -0.0897 -0.6607 2.2722 0.568 -0.361 -0.958
H -0.5112 -1.6897 0.9017 0.218 -1.810 -0.458
H -0.6343 -0.7633 -1.4733 1.169 0.579 0.553
H 0.5752 0.5982 -1.9417 -2.090 -0.567 1.789
H 0.8039 1.1452 0.6033 -0.517 -1.285 -0.019
H 0.9966 -2.2901 -0.1600 -0.207 -0.433 -0.221

---

9
Properties=species:S:1:pos:R:3:forces:R:3 method="wB97M-V/def2-TZVPD" e_homo_ev=-8.81 gap_ev=9.71 de_lowest_kj_mol=27.3 total_energy_ev=-5588.6935
N 0.3647 -1.2513 0.2123 0.241 0.489 -0.307
C 0.0084 0.0705 0.1090 0.172 0.301 0.076
N -0.6370 0.3931 -1.0796 -0.205 -0.211 0.113
N 0.2896 0.8795 1.0578 -0.439 -0.307 0.208
H 0.6655 -1.5175 1.1309 -0.077 -0.292 -0.014
H -0.0590 -1.9080 -0.4127 -0.022 -0.255 0.213
H -0.4128 -0.1832 -1.8764 -0.018 0.164 0.007
H -0.6862 1.3790 -1.2723 0.068 -0.062 -0.106
H -0.1578 1.7787 0.9247 0.279 0.172 -0.190

---

80
Properties=species:S:1:pos:R:3:forces:R:3 method="wB97M-V/def2-TZVPD" e_homo_ev=-4.33 gap_ev=6.23 total_charge=-1 de_lowest_kj_mol=0.0 total_energy_ev=-90447.4617
Cd 1.4498 1.7775 -0.5631 0.004 -0.295 0.519
C 0.7954 3.7199 2.2848 0.222 -1.175 -0.174
N 0.3907 3.3257 0.9154 -0.536 1.708 0.602
C -0.4443 4.0888 0.2596 0.959 -0.727 1.063
C -0.8219 3.6377 -1.0325 -1.363 1.115 -2.301
C -1.5503 4.3142 -2.0734 0.057 0.191 1.203
C -1.5894 3.4564 -3.1706 0.220 -0.240 0.535
C -0.8820 2.3056 -2.7985 -0.213 0.502 1.029
N -0.4341 2.4264 -1.5211 0.126 -0.760 -0.569
C -0.3067 3.6110 3.3558 0.536 -0.248 -1.716
C 0.0208 4.0579 4.6280 0.141 0.694 0.998
C -0.9456 4.0394 5.6376 0.221 0.389 0.862
C -2.1772 3.4285 5.3637 0.405 -0.095 0.248
C -2.4331 2.8684 4.1283 -0.208 -0.043 -1.309
C -1.5457 3.0441 3.0352 -0.447 0.320 1.154
H 1.2606 4.7172 2.3438 -0.163 -0.162 -0.272
H 1.5873 2.9638 2.5386 -0.544 0.806 0.080
H -0.8652 5.0355 0.6998 0.380 -0.833 -0.501
H -2.0271 5.2991 -1.9851 0.283 -0.490 -0.042
H -2.1141 3.5972 -4.0893 -0.140 0.152 -0.418
H -0.7451 1.3944 -3.3596 0.144 0.098 0.062
H 1.0307 4.5111 4.8235 -1.085 -0.564 -0.279
H -0.7443 4.5025 6.6648 -0.265 -0.782 -1.635
H -2.9567 3.3535 6.1075 0.108 0.015 0.268
H -3.3649 2.3024 3.9839 0.374 0.447 -0.021
H -1.8670 2.8416 1.9898 0.568 -0.274 1.070
C 3.3823 2.3017 -1.3577 0.589 0.525 0.158
H 3.9254 1.4075 -1.6697 -0.074 0.030 -0.313
H 4.0732 2.8223 -0.6457 -0.728 -0.207 -0.485
H 3.1671 2.9673 -2.2227 0.418 -0.446 0.426
N 1.9060 -3.3942 -1.7544 1.876 -1.820 -0.520
C 1.1031 -2.3635 -1.4409 -0.108 2.332 -0.678
O 1.3235 -1.2041 -1.8690 -0.677 -2.411 0.904
C -0.0727 -2.6991 -0.5246 -0.155 0.139 0.471
I -1.7674 -3.6675 -1.5139 0.600 0.381 0.170
H 2.8026 -3.2712 -2.2706 -1.430 0.444 0.579
H 1.8086 -4.3620 -1.4078 -0.417 1.268 -0.094
H -0.4431 -1.7944 -0.0078 0.154 -0.424 -0.418
H 0.1884 -3.4453 0.2396 0.114 0.359 -0.310
N 2.0541 -6.0894 4.8784 0.365 -0.727 0.510
C 1.2982 -4.9770 4.5308 0.112 -0.748 -0.038
C 0.4135 -4.9546 3.4392 0.584 -0.028 1.168
C -0.2644 -3.7771 3.2304 -1.258 0.335 -0.944
C -0.0336 -2.6916 4.0578 -1.178 0.913 0.129
C 0.7921 -2.7534 5.1693 -0.317 1.849 0.505
C 1.4736 -3.8968 5.3812 0.194 -0.622 -0.673
S -0.9542 -1.1986 3.7043 3.064 2.160 -1.516
O -2.2540 -1.4874 3.2395 -1.731 -0.975 -0.311
O -0.8098 -0.3040 4.8409 -0.030 -0.568 -0.342
N -0.1356 -0.6466 2.2867 -1.056 -0.443 1.652
C 1.0163 -0.0169 2.4115 -0.798 0.213 -0.369
S 1.6866 0.5198 3.9995 -0.171 -0.716 -0.669
C 3.1896 0.5757 3.2016 1.369 0.590 -2.137
C 3.0866 0.4867 1.8226 0.425 -0.330 1.625
N 1.8157 0.2645 1.3416 -0.455 -0.572 1.141
H 1.8525 -6.9763 4.4331 -0.082 0.282 0.224
H 2.2267 -6.1454 5.8912 -0.095 -0.247 -1.036
H 0.2200 -5.8767 2.9188 -0.078 -0.036 -0.368
H -1.0915 -3.6743 2.4715 1.139 -0.176 0.717
H 0.9139 -1.9160 5.8960 -0.315 -0.548 -1.047
H 2.2201 -3.9728 6.1313 0.397 -0.057 0.797
H 4.1127 0.7236 3.7183 0.296 0.115 0.269
H 3.9414 0.3942 1.1339 -0.545 0.497 0.377
C 0.3357 -0.0032 -6.9202 1.335 -0.274 0.007
Te 1.0971 -0.2969 -4.8893 -1.277 -0.912 -0.534
C -0.6619 -1.7270 -4.8223 1.063 0.777 1.369
C -1.5292 -1.4148 -5.9896 0.914 0.310 -0.440
C -2.8551 -1.7997 -5.9942 -0.871 -0.471 0.453
C -3.7346 -1.3945 -6.9872 -0.018 0.514 -0.760
C -3.2245 -0.6053 -8.0436 -0.800 -0.344 0.312
C -1.9018 -0.1948 -8.0137 0.740 0.210 -1.110
C -1.0052 -0.6450 -7.0363 -1.341 0.909 0.572
H 1.0793 -0.4432 -7.6115 -0.409 0.219 0.228
H 0.2934 1.0707 -7.0997 -0.110 -0.092 -0.105
H -1.1745 -1.5671 -3.8365 0.489 -0.295 -0.997
H -0.1811 -2.7025 -4.8634 -0.287 -0.104 0.097
H -3.1905 -2.4134 -5.1500 -0.091 0.325 -0.302
H -4.8261 -1.5813 -6.9487 0.917 -0.191 0.029
H -3.9088 -0.3228 -8.8611 0.509 0.102 0.528
H -1.5000 0.5137 -8.7837 -0.543 -0.766 0.644

---

8
Properties=species:S:1:pos:R:3:forces:R:3 method="wB97M-V/def2-TZVPD" e_homo_ev=-9.75 gap_ev=10.90 de_lowest_kj_mol=470.8 total_energy_ev=-6125.6277
C -0.8910 -0.4950 0.3328 0.433 1.780 0.505
N 0.0364 0.6664 0.3438 -3.034 -0.994 3.321
N 1.2698 0.3823 -0.0975 0.225 -0.677 -0.984
O -1.0113 0.5359 -0.6381 -0.548 -0.820 -0.865
H -0.4964 -1.4479 0.0476 0.581 -0.348 -0.741
H -1.6911 -0.6736 1.0776 0.467 0.951 -0.301
H 1.6947 1.3191 -0.1776 0.262 -1.232 -1.115
H 1.0889 -0.2871 -0.8887 1.615 1.338 0.179